Entry from the Open Molecules 2025 dataset: a structure of composition C31H32B2ClF4N7O8Sr (wB97M-V/def2-TZVPD).

Structure (XYZ):
```
86
Properties=species:S:1:pos:R:3
Sr 0.939 -0.238 -0.245
C 2.683 -1.816 -3.862
C 2.663 -1.158 -2.520
N 2.183 0.006 -2.300
O 1.662 0.717 -3.320
B 1.414 2.180 -2.966
F 2.608 2.744 -2.510
F 0.927 2.741 -4.131
O 0.335 2.386 -1.915
N 0.758 2.044 -0.642
C 1.342 2.900 0.099
C 1.510 4.346 -0.225
C 1.964 2.324 1.362
N 2.236 1.080 1.275
O 2.838 0.473 2.333
B 3.851 -0.605 1.972
F 4.064 -1.282 3.173
F 4.984 -0.005 1.440
O 3.376 -1.697 1.014
N 3.046 -1.196 -0.209
C 3.167 -1.880 -1.280
C 3.723 -3.264 -1.355
C 2.330 3.149 2.553
H 2.648 -1.053 -4.637
H 3.570 -2.434 -3.997
H 1.799 -2.454 -3.971
H 1.163 4.539 -1.233
H 0.940 4.953 0.483
H 2.562 4.629 -0.150
H 4.024 -3.586 -0.363
H 2.977 -3.958 -1.752
H 4.591 -3.294 -2.016
H 2.021 4.187 2.446
H 1.864 2.717 3.441
H 3.409 3.100 2.711
C -3.631 -0.368 1.361
C -2.148 -0.582 1.264
N -1.481 -0.602 0.030
N -2.153 -0.627 -1.006
C -1.327 -0.801 -2.196
O -0.258 -1.375 -2.128
C -1.923 -0.308 -3.443
C -3.277 0.034 -3.516
C -3.798 0.518 -4.703
C -2.969 0.674 -5.808
C -1.619 0.352 -5.730
C -1.094 -0.147 -4.552
C -1.332 -0.766 2.327
C -1.918 -0.702 3.716
C -1.063 -1.356 4.752
C 0.161 -1.765 4.458
C 0.704 -1.551 3.106
N 0.018 -1.099 2.123
H -4.078 -0.462 0.376
H -3.859 0.632 1.746
H -4.101 -1.092 2.029
H -3.911 -0.098 -2.650
H -4.845 0.787 -4.766
H -3.378 1.056 -6.736
H -0.970 0.509 -6.583
H -0.039 -0.370 -4.461
H -2.898 -1.166 3.696
H -1.488 -1.450 5.746
H 0.797 -2.236 5.197
H 1.749 -1.779 2.920
C -4.201 3.921 2.242
C -4.833 2.830 3.075
C -5.936 2.127 2.588
C -6.573 1.179 3.363
Cl -7.907 0.282 2.697
C -6.165 0.940 4.668
C -5.060 1.616 5.153
C -4.379 2.516 4.349
O -3.267 3.118 4.890
C -2.027 3.035 4.222
C -1.518 1.690 3.746
O -2.235 0.641 4.181
O -0.537 1.618 3.062
H -4.923 4.309 1.524
H -3.337 3.564 1.673
H -3.871 4.748 2.872
H -6.304 2.337 1.588
H -6.702 0.233 5.288
H -4.694 1.443 6.159
H -1.282 3.385 4.932
H -1.991 3.694 3.359
```

**Kohn-Sham gap**: 6.5 eV
**Relative energy (zero: lowest compared OMol25 entry of this formula, charge and spin)**: 2.299 eV
**E_HOMO**: -8.6494 eV
**LUMO**: -2.137 eV

=====

Entry from the Open Molecules 2025 dataset: a structure of composition C31H32BCl2F3MgN9 (wB97M-V/def2-TZVPD).

Structure (XYZ):
```
79
Properties=species:S:1:pos:R:3
Mg -1.172 -0.357 -0.685
C -4.804 -0.071 -1.959
C -3.742 0.969 -2.093
C -3.736 2.107 -2.917
C -2.545 2.739 -2.656
N -1.894 2.039 -1.708
N -2.626 0.929 -1.378
B -0.435 2.235 -1.197
N 0.488 1.310 -2.085
C 1.590 1.546 -2.817
C 1.764 0.483 -3.678
C 0.705 -0.396 -3.406
C 0.321 -1.640 -4.137
N -0.047 0.093 -2.428
N -0.294 1.790 0.317
C 0.708 2.217 1.118
C 0.383 1.886 2.410
C -0.860 1.230 2.319
C -1.677 0.652 3.428
N -1.263 1.172 1.060
N -0.056 3.707 -1.288
C -0.862 4.754 -0.997
C -0.093 5.889 -0.982
C 1.213 5.435 -1.260
C 2.474 6.235 -1.359
N 1.229 4.123 -1.433
H -5.735 0.293 -2.391
H -4.969 -0.322 -0.913
H -4.517 -0.991 -2.471
H -4.494 2.411 -3.618
H -2.122 3.636 -3.076
H 2.151 2.453 -2.674
H 2.542 0.361 -4.413
H 1.194 -2.262 -4.337
H -0.121 -1.369 -5.098
H -0.413 -2.215 -3.577
H 1.564 2.728 0.707
H 0.951 2.095 3.302
H -1.244 0.923 4.390
H -1.717 -0.438 3.373
H -2.701 1.022 3.390
H -1.914 4.617 -0.809
H -0.418 6.899 -0.801
H 2.250 7.288 -1.524
H 3.092 5.877 -2.181
H 3.060 6.156 -0.442
Cl 1.507 -3.060 -1.388
C 2.819 -4.034 -2.040
Cl 3.095 -5.510 -1.097
H 3.729 -3.448 -2.015
H 2.561 -4.326 -3.051
N 0.022 -1.308 0.672
C 0.471 -1.870 1.694
C -0.183 -3.066 2.296
C -1.569 -3.173 2.301
C -2.174 -4.285 2.861
C -1.396 -5.303 3.394
C -0.010 -5.210 3.365
C 0.599 -4.089 2.823
C 1.725 -1.311 2.293
C 1.900 -1.301 3.672
C 3.064 -0.779 4.215
C 4.051 -0.265 3.384
C 3.868 -0.261 2.007
C 2.704 -0.777 1.460
H -2.172 -2.392 1.854
H -3.253 -4.362 2.865
H -1.869 -6.180 3.817
H 0.599 -6.014 3.755
H 1.679 -4.016 2.792
H 1.125 -1.693 4.318
H 3.203 -0.778 5.288
H 4.960 0.138 3.811
H 4.634 0.144 1.358
H 2.549 -0.784 0.388
F -1.561 -3.601 -0.621
C -2.096 -2.381 -0.917
F -3.361 -2.434 -0.303
F -2.429 -2.506 -2.278
```

**2S+1**: 2
**Kohn-Sham gap (alpha / beta)**: 8.6 / 7.5 eV
**Relative energy (zero: lowest compared OMol25 entry of this formula, charge and spin)**: 0.000 eV
**E_HOMO (alpha / beta)**: -8.6103 / -8.6537 eV
**LUMO (alpha / beta)**: -0.014 / -1.109 eV

=====

Entry from the Open Molecules 2025 dataset: a structure of composition C31H32BF3O3S (wB97M-V/def2-TZVPD).

Structure (XYZ):
```
71
Properties=species:S:1:pos:R:3
F 1.107 3.896 3.557
C 1.530 2.835 2.705
C 2.878 2.474 2.639
C 3.193 1.351 1.808
F 4.481 0.889 1.757
C 2.237 0.609 1.123
C 0.923 1.071 1.203
C -0.164 0.512 0.249
C -1.345 -0.145 1.027
C -2.211 -1.130 0.497
C -3.591 -1.022 0.724
C -4.079 -0.007 1.585
C -3.146 0.721 2.333
F -3.561 1.583 3.340
C -1.764 0.459 2.243
C 0.544 2.139 2.006
H 3.694 3.114 3.036
H 2.522 -0.330 0.617
H 0.298 -0.332 -0.298
H -1.848 -1.979 -0.089
H -4.321 -1.767 0.333
H -5.146 0.264 1.684
H -1.109 0.755 3.099
H -0.506 2.416 2.127
C -2.971 4.969 3.289
O -3.809 4.606 2.152
C -3.101 4.258 1.030
C -3.666 3.376 0.108
C -2.827 2.532 -0.595
C -1.454 2.697 -0.467
B 1.276 -2.868 0.593
C -0.473 1.599 -0.857
C 0.789 2.031 -1.581
C 1.258 1.110 -2.475
C 0.245 0.261 -3.039
C 0.308 -0.521 -4.280
S -1.212 0.523 -2.158
O 2.525 -2.667 0.308
C 2.625 -3.627 -0.791
C 3.325 -2.922 -1.950
C 3.512 -4.750 -0.281
C 1.119 -4.093 -1.088
C 0.626 -3.733 -2.482
C 0.886 -5.571 -0.849
O 0.292 -3.375 -0.088
C -0.937 3.866 0.102
C -1.770 4.662 0.849
H -3.630 5.103 4.148
H -2.235 4.157 3.504
H -2.428 5.918 3.082
H -4.734 3.258 0.073
H -3.237 1.667 -1.110
H 1.348 2.954 -1.306
H 2.319 1.026 -2.755
H 1.338 -0.677 -4.588
H -0.156 -1.468 -4.091
H -0.217 -0.050 -5.104
H 3.425 -3.575 -2.835
H 2.804 -1.998 -2.266
H 4.350 -2.673 -1.632
H 3.687 -5.459 -1.097
H 4.494 -4.365 0.026
H 3.087 -5.274 0.590
H 1.276 -4.138 -3.291
H -0.363 -4.203 -2.632
H 0.516 -2.641 -2.600
H 1.479 -6.207 -1.535
H 1.075 -5.865 0.198
H -0.174 -5.760 -1.057
H 0.130 4.066 0.101
H -1.337 5.468 1.421
```

**Kohn-Sham gap**: 2.9 eV
**Relative energy (zero: lowest compared OMol25 entry of this formula, charge and spin)**: 8.281 eV
**E_HOMO**: -4.8195 eV
**LUMO**: -1.937 eV